ORCA calculation (the ωB97M-V functional and the def2-TZVPD basis) on C26H23BF4N6Re as an isolated structure at a distorted geometry.

Calculated values
* multiplicity: 2
* total energy: -49957.8545 eV
* gap between HOMO and LUMO (spin up / spin down): 0.22087 / 0.24323 Eh
* F_max: 6.37 eV/A
* lowest unoccupied orbital energy (spin up / spin down): -0.512 / -0.011 eV
* <S²>: 0.8976

Each line ends with the Mulliken charge.
Positions of all 61 atoms, in Å:
Re 1.3551 0.9135 -0.4277  0.76
F 3.2690 2.1170 -0.7010  -0.42
F 4.3227 1.4145 -2.6152  -0.33
F 5.2645 0.9703 -0.5954  -0.33
F 3.3029 -0.0634 -1.1891  -0.36
N 0.7553 0.0058 -3.2020  0.49
N 1.8758 0.3406 1.4657  0.24
N 0.0394 2.1561 0.1344  -0.30
N 1.1132 -0.4515 2.2562  0.40
N 0.0156 -0.6003 -0.3996  -0.56
N 1.0146 1.0758 -2.4196  -0.50
C -0.2005 -3.5631 -3.3735  0.28
C -0.7931 -0.7683 0.7260  -0.50
C -1.2985 3.5020 3.2340  -0.94
C 0.3510 -1.2659 -2.7428  0.38
C -0.2673 -4.6319 -4.4212  -1.67
C 1.8376 -0.8662 3.3232  -0.13
C -2.1684 -0.9807 0.5929  -0.07
C -3.3267 -1.3165 4.1718  -1.64
C -0.2525 -0.7015 2.0278  0.28
C 3.0704 0.4345 2.0442  -0.18
C -2.1090 4.5210 2.7411  -0.38
C -0.6075 -3.8127 -2.0650  -1.25
C 1.1977 1.7068 -4.5461  -1.25
C -0.6372 2.8894 0.9677  0.21
C -0.5735 2.7058 2.3841  0.48
C -0.5250 -2.8267 -1.1156  -0.27
C 3.0945 -0.3204 3.2165  -1.20
C -2.4440 -1.1380 2.9774  0.36
C -2.2024 4.7152 1.3659  -0.59
C -1.4977 3.9259 0.4939  -0.58
C -1.0878 -0.8973 3.1244  -0.14
C -0.0586 -1.5276 -1.4057  1.60
C -2.9756 -1.1663 1.6915  -0.85
C 0.2870 -2.3036 -3.6739  -1.07
C 0.8580 0.3770 -4.5032  0.00
C 1.2837 2.1030 -3.2144  -0.10
B 4.1273 1.1127 -1.3120  0.56
H -1.1051 -5.2987 -4.2352  0.39
H -3.6463 -0.3446 4.5446  0.29
H 1.4369 -1.5264 4.0611  0.48
H -4.2163 -1.8796 3.9049  0.41
H 3.9181 -0.4518 3.8855  0.43
H -0.8122 -3.0444 -0.0990  0.49
H -2.5897 -0.9870 -0.4006  0.58
H -1.2370 3.3349 4.3017  0.38
H 0.0765 1.9337 2.7654  0.47
H 1.3605 2.3076 -5.4180  0.45
H -1.5599 4.0695 -0.5746  0.43
H -4.0343 -1.3193 1.5610  0.41
H 1.5122 3.0670 -2.7981  0.52
H 3.8546 1.0163 1.5950  0.53
H 0.6463 -5.2254 -4.4077  0.30
H -0.6731 -0.8438 4.1182  0.47
H 0.6755 -0.2918 -5.3144  0.34
H -0.3762 -4.2018 -5.4135  0.38
H -2.8057 -1.8317 4.9743  0.38
H -2.8428 5.4999 0.9837  0.35
H 0.6357 -2.1372 -4.6792  0.34
H -2.6516 5.1585 3.4212  0.39
H -0.9758 -4.7903 -1.7904  0.39